Record 1
6
Properties=species:S:1:pos:R:3:forces:R:3 method="wB97M-V/def2-TZVPD" homo_energy_ev=-8.487 orbital_gap_ha=0.265 multiplicity=1 smiles="OC=C=S"
O 0.817019 -0.065573 -1.336954 -1.52 0.04 2.56
C 0.084959 0.401200 -0.125305 0.81 -2.48 -1.46
C -0.555824 -0.233250 0.878139 -0.58 1.62 0.20
S -1.517735 -0.522820 2.159263 1.88 0.09 -2.36
H 0.943176 -1.009769 -1.257929 0.06 -0.52 -0.08
H 0.228405 1.430212 -0.317215 -0.66 1.24 1.14

Record 2
17
Properties=species:S:1:pos:R:3:forces:R:3 method="wB97M-V/def2-TZVPD" homo_energy_ev="-10.343 / -14.653" orbital_gap_ha="0.224 / 0.213" multiplicity=3 s2=2.022 charge=+1
C -2.369767 -0.204782 -1.026117 -4.89 2.72 -3.65
C 2.133592 1.729372 -0.691286 1.32 0.89 -3.25
C 1.016179 1.032500 -0.081919 -1.61 -0.05 1.66
C 1.281266 -0.290169 0.143471 -3.12 -1.51 1.16
C -0.825992 -1.495972 0.405687 -3.07 -1.48 -2.16
N -1.476082 -0.800341 -0.410628 5.76 -2.35 5.22
O 0.399964 -1.277295 0.755544 5.88 2.76 -1.18
H -3.101847 0.451548 -0.488481 0.68 -0.68 -0.89
H 2.758770 0.917099 -1.301921 -1.11 2.04 1.15
H 1.832278 2.613765 -1.414826 0.38 -1.86 1.40
H 2.845077 2.213718 0.010886 -0.50 -0.34 0.02
H 0.076508 1.489006 0.368796 1.35 -0.37 -0.92
H -1.546019 -1.200942 2.944716 -0.04 0.03 0.14
H -2.379839 -0.558524 -2.069994 -0.94 0.67 0.21
H 2.240206 -0.622810 -0.184092 0.46 -1.14 0.58
H -1.066613 -2.527468 0.729747 -0.33 0.58 0.11
H -1.817682 -1.468704 2.310417 -0.22 0.09 0.42

Record 3
87
Properties=species:S:1:pos:R:3:forces:R:3 method="wB97M-V/def2-TZVPD" homo_energy_ev=-6.403 orbital_gap_ha=0.221 multiplicity=1
Pt -0.058389 1.200774 -0.316436 -0.57 -0.19 -0.99
C -2.354133 -0.054949 -2.877482 -0.02 -0.05 -0.03
C -1.257274 -1.110513 -2.706095 -0.05 0.15 0.04
C -1.729875 -2.482046 -3.194509 0.03 -0.03 0.01
P -0.493063 -1.037351 -1.018635 0.56 0.32 0.53
C -1.420313 -2.148372 0.137889 -0.08 0.03 -0.09
C -2.941135 -2.010792 0.012036 -0.04 -0.02 -0.07
C -0.992662 -3.614199 0.086406 -0.08 -0.02 -0.01
C 1.146930 -1.791244 -1.237505 0.03 -0.04 0.07
C 1.599949 -2.517392 -2.340337 -0.02 0.02 -0.06
C 2.905818 -2.981669 -2.405324 0.06 0.00 0.03
C 3.402887 -3.745902 -3.605497 0.01 0.02 0.03
C 3.759143 -2.700293 -1.331902 -0.06 0.01 -0.03
C 3.333297 -1.974303 -0.234538 -0.02 -0.03 -0.05
C 2.012483 -1.511601 -0.157524 -0.22 0.16 0.13
N 1.501860 -0.700579 0.839420 0.40 -0.36 -0.09
C 1.032235 -1.174101 1.997473 0.07 -0.11 -0.04
C 1.330456 -2.445069 2.564162 -0.05 -0.03 0.05
C 0.760773 -2.849129 3.750907 0.05 -0.01 -0.07
C -0.140580 -2.049773 4.467082 -0.04 0.01 0.04
C -0.718860 -2.494638 5.787546 0.05 0.03 -0.04
C -0.460955 -0.823844 3.913126 0.00 0.04 -0.11
C 0.088722 -0.379835 2.704431 -0.17 0.04 0.26
P -0.404165 1.149961 1.909877 -0.01 -0.34 0.19
C 0.694517 2.453841 2.608612 0.00 0.09 -0.13
C 0.564471 2.543603 4.126850 -0.01 0.01 0.02
C 2.149854 2.198846 2.211318 -0.01 0.03 0.03
C -2.079323 1.579867 2.518411 -0.07 -0.02 -0.10
C -2.443029 3.018409 2.141528 -0.03 -0.03 0.10
C -3.110180 0.595178 1.968416 0.07 0.11 0.08
H -2.649362 0.008980 -3.928050 0.01 -0.01 0.02
H -2.016427 0.929775 -2.552339 0.00 0.01 0.00
H -3.244308 -0.310335 -2.300558 0.01 0.00 -0.01
H -0.421786 -0.809408 -3.343913 0.03 0.02 -0.02
H -2.681667 -2.758437 -2.746053 -0.02 -0.01 0.03
H -1.016495 -3.280033 -2.987233 -0.07 0.04 -0.01
H -1.884420 -2.440902 -4.275518 0.00 -0.01 0.01
H -1.138430 -1.755597 1.113805 0.07 0.04 0.06
H -3.331804 -2.626817 -0.796802 0.01 0.00 -0.03
H -3.262261 -0.982252 -0.154326 0.03 -0.17 -0.02
H -3.412145 -2.356840 0.935037 0.01 0.00 -0.03
H -1.318039 -4.096873 -0.838337 0.02 0.02 0.02
H -1.454648 -4.145456 0.922601 0.00 0.00 -0.03
H 0.085558 -3.729491 0.175060 0.01 0.01 0.02
H 0.937539 -2.724159 -3.176922 0.08 0.03 0.08
H 2.574295 -4.090842 -4.223988 -0.01 0.00 0.00
H 3.983679 -4.619301 -3.305044 -0.01 0.00 0.00
H 4.049730 -3.126155 -4.231358 0.00 -0.01 0.00
H 4.783397 -3.058549 -1.366318 -0.02 0.01 0.00
H 4.011990 -1.749851 0.579631 -0.01 0.00 -0.01
H 2.021175 -3.101612 2.047781 -0.01 0.02 -0.01
H 1.021508 -3.826270 4.147085 0.00 0.01 -0.01
H -0.663323 -3.578602 5.893836 -0.01 0.00 -0.01
H -1.766966 -2.205108 5.882622 0.00 0.01 -0.01
H -0.182217 -2.056751 6.633668 0.00 -0.01 -0.01
H -1.180977 -0.199967 4.433437 0.00 0.01 0.01
H 0.362522 3.386794 2.144445 0.02 -0.05 0.02
H -0.447740 2.783160 4.456639 0.00 0.01 -0.02
H 1.225567 3.328617 4.498943 0.00 0.00 0.01
H 0.864776 1.604675 4.595563 0.00 -0.01 0.01
H 2.510250 1.264607 2.644549 0.01 -0.02 -0.01
H 2.774788 3.014334 2.583146 -0.01 0.00 0.01
H 2.273845 2.131552 1.131321 -0.01 0.01 0.00
H -2.041971 1.484261 3.604321 -0.06 0.05 0.08
H -2.300914 3.191063 1.076224 0.00 0.01 -0.08
H -1.841712 3.754025 2.676955 0.01 -0.02 -0.02
H -3.492223 3.201708 2.383572 0.01 0.01 0.02
H -3.145505 0.663899 0.879280 0.01 0.10 0.09
H -4.103866 0.834654 2.354703 0.03 0.00 0.01
H -2.875641 -0.434503 2.242450 0.01 0.04 0.00
Cl -0.831413 6.144539 -0.261672 0.01 0.01 -0.03
C -0.206432 5.186426 -1.560588 -0.01 -0.04 0.06
C 0.057458 5.792584 -2.796899 -0.02 -0.01 0.07
C 0.590214 5.073519 -3.828866 0.01 0.03 -0.03
Cl 0.936127 5.863809 -5.340554 0.00 -0.04 0.04
C 0.871716 3.699191 -3.669146 0.07 -0.05 -0.14
C 1.490803 2.880572 -4.643738 -0.01 -0.02 0.06
C 1.772827 1.577238 -4.348984 0.00 0.06 0.03
C 1.381588 1.048880 -3.105281 0.02 0.00 -0.06
N 0.751458 1.768066 -2.206069 -0.13 -0.16 -0.03
C 0.543037 3.099609 -2.438143 0.02 -0.01 0.04
C 0.032569 3.837417 -1.330875 -0.06 0.12 0.28
O -0.152205 3.259414 -0.174308 0.22 0.26 -0.19
H -0.151295 6.846181 -2.921199 0.00 -0.01 0.01
H 1.756321 3.307040 -5.601634 0.00 0.00 0.01
H 2.279956 0.935203 -5.055640 0.00 0.01 0.01
H 1.592041 0.019434 -2.846028 -0.03 -0.01 -0.02

Looking at strongest force on any atom for the records above, in order, we have 3.02, 8.12, 1.16 eV/Å.